# 1
73
Properties=species:S:1:pos:R:3 method="wB97M-V/def2-TZVPD" homo_energy_ev="-10.65 / -13.94" lumo_energy_ev="-5.1 / -8.8" gap_ev="5.554 / 5.139" multiplicity=6 s_squared=8.77 total_charge=+2 total_energy_ev=-55046.4060
P 0.4688 -2.3490 -2.5471
P 0.5802 3.0794 -1.2756
C 1.2130 0.7181 -3.0224
C 1.6254 1.8298 -2.0430
H 1.2768 1.2454 -4.0297
H 2.0215 -0.0311 -3.1237
H 2.3542 1.4353 -1.3169
H 2.2101 2.5040 -2.7073
C -0.6349 3.9456 -2.2287
H -0.7651 4.9588 -1.8058
H -1.6070 3.4434 -2.2489
H -0.2814 4.0409 -3.2656
C 1.7113 4.1608 -0.4251
H 1.2150 5.1084 -0.1761
H 2.5345 4.3523 -1.1220
H 2.1149 3.6588 0.4655
C -0.4699 -3.9283 -2.6136
H 0.1732 -4.7857 -2.3817
H -0.8829 -4.1209 -3.6161
H -1.3255 -3.9491 -1.9259
C 2.2026 -2.8724 -2.8111
H 2.8725 -2.1884 -2.2880
H 2.4400 -2.8679 -3.8784
H 2.3370 -3.8746 -2.4060
Ir -0.5927 -0.0940 -3.5213
C -0.3491 1.3169 -5.1690
C -1.6246 1.2415 -4.5204
C -2.7374 0.5884 -5.2888
C -2.3473 -0.8217 -5.6909
C -1.4811 -1.4632 -4.6568
C -0.0392 -1.5544 -4.8568
C 0.7485 -0.8604 -5.9254
C 0.2407 0.5502 -6.2983
C 0.5253 -1.5410 -0.9261
H 0.0999 2.3379 -5.0660
H -1.8428 2.1238 -3.8995
H -2.9149 1.2199 -6.1456
H -3.6168 0.5752 -4.6470
H -3.2318 -1.4434 -5.7629
H -1.8127 -0.8564 -6.6259
H -1.9437 -2.3486 -4.1630
H 0.2134 -2.6361 -4.8189
H 0.7368 -1.5144 -6.8036
H 1.8083 -0.7705 -5.6173
H 1.1233 1.1129 -6.6287
H -0.4052 0.5137 -7.1748
H 1.0466 -0.5515 -0.9479
H 1.1152 -2.2186 -0.2695
H -0.5340 -1.2893 -0.6130
C -1.3543 4.6914 1.8682
C -0.6892 3.7196 2.8178
C -0.7081 2.2273 2.3940
C -0.2148 1.3285 3.5785
C 1.1621 1.7218 4.0873
C -2.0884 1.8016 1.9659
O -3.1064 2.0827 2.5457
N -2.1404 1.0392 0.7670
C -1.4319 1.4160 -0.3261
O -1.5794 0.9076 -1.4493
N -0.4422 2.3555 -0.0263
C 0.1793 2.0167 1.2011
O 1.3021 1.5280 1.2013
H -1.0675 4.5403 0.8217
H -1.0412 5.6991 2.1630
H -2.4475 4.6460 1.9512
H 0.3653 3.9900 2.9875
H -1.2112 3.7495 3.7895
H -0.9802 1.4268 4.3748
H -0.2292 0.2813 3.2356
H 1.0724 2.4564 4.8936
H 1.6537 0.8308 4.4849
H 1.7787 2.1288 3.2815
H -3.0396 0.5926 0.5971

# 2
13
Properties=species:S:1:pos:R:3 method="wB97M-V/def2-TZVPD" homo_energy_ev=-8.69 lumo_energy_ev=1.1 gap_ev=9.769 multiplicity=1 e_above_lowest_kj_mol=172.33 total_energy_ev=-9271.7157 smiles=COc1cc[nH]n1
C 0.5906 2.1751 -0.4270
O -0.3730 1.4719 0.3412
C -0.2186 0.1386 0.3166
C -1.1827 -0.7830 0.7853
C -0.6724 -1.9931 0.3656
N 0.5258 -1.7450 -0.1966
N 0.8303 -0.4395 -0.2455
H 0.3356 3.2294 -0.3244
H 1.5997 1.9789 -0.0528
H 0.5497 1.8735 -1.4819
H -2.0829 -0.5462 1.3363
H -1.1068 -2.9171 0.0296
H 1.2045 -2.4436 -0.4464

# 3
10
Properties=species:S:1:pos:R:3 method="wB97M-V/def2-TZVPD" homo_energy_ev="-7.12 / -7.12" lumo_energy_ev="-0.1 / -0.1" gap_ev="7.005 / 6.996" multiplicity=1 e_above_lowest_kj_mol=515.31 total_energy_ev=-8093.9732
N -1.5378 0.1063 0.1366
C -0.2351 -0.0396 -0.0589
C 0.8277 1.0457 -0.0115
N 1.8790 0.3775 0.2786
N 1.3768 -0.9078 0.6707
N 0.3169 -1.2655 -0.2629
H -2.1273 -0.6856 -0.0815
H -1.9421 0.8679 0.6674
H 0.7630 2.1171 -0.1849
H 0.6790 -1.6160 -1.1536

# 4
15
Properties=species:S:1:pos:R:3 method="wB97M-V/def2-TZVPD" homo_energy_ev=-3.09 lumo_energy_ev=3.9 gap_ev=6.981 multiplicity=1 e_above_lowest_kj_mol=42.67 total_charge=-1 total_energy_ev=-9399.2848
C -0.4311 -0.2359 0.5120
O -1.3007 -1.0293 -0.1484
C 0.7718 0.2502 -0.3404
C 0.6461 1.6678 -0.8595
O 1.1170 2.6703 0.0628
H -0.9005 0.6993 0.9185
H 0.0062 -0.7695 1.3828
H 0.8210 -0.3769 -1.2287
H 1.7324 0.0770 0.1448
H 1.1664 1.8283 -1.8084
H -0.4082 1.8689 -1.0793
H 0.4117 2.8206 0.6961
H -1.9106 -3.3705 0.7500
H -0.7640 -2.6064 0.2861
O -0.9577 -3.4939 0.7116

# 5
24
Properties=species:S:1:pos:R:3 method="wB97M-V/def2-TZVPD" homo_energy_ev=-13.48 lumo_energy_ev=-3.1 gap_ev=10.396 multiplicity=1 e_above_lowest_kj_mol=40.61 total_charge=+1 total_energy_ev=-13044.7159
C 2.5905 -0.3695 0.9147
C 1.2889 -0.7670 1.6945
C 1.1709 0.1101 2.9180
O 0.2060 -0.7006 0.8150
N 2.3305 -0.5654 -0.5549
H 2.8097 0.6800 1.0580
H 3.4311 -1.0048 1.1859
H 1.3764 -1.8172 1.9815
H 2.0427 0.0216 3.5549
H 0.3490 -0.2085 3.5546
H 1.0169 1.1623 2.6935
H -0.0515 0.2195 0.5921
H 1.5644 0.0453 -0.8458
H 2.0235 -1.5112 -0.7745
H 3.1270 -0.2885 -1.1250
H -0.2699 2.5500 0.1456
H -1.2202 1.6767 -0.7307
O -0.3329 1.7023 -0.3196
H -5.5971 -2.7173 -3.5595
H -5.3614 -1.6686 -2.4897
O -4.9491 -2.0682 -3.2652
H -2.0500 2.2627 -2.9788
H -3.2263 1.5966 -2.2007
O -2.2691 1.6598 -2.2638